1.
Here is an isolated molecule of C21H20N2O from the Open Molecules 2025 dataset. Energies are from ωB97M-V with the def2-TZVPD basis set.

Structure (XYZ):
```
44
Properties=species:S:1:pos:R:3:forces:R:3:nbo_charge:R:1
C 3.3684 0.5558 -2.1906 -0.03 -0.08 -0.16 -0.645
C 3.7673 0.0957 -0.8241 -0.05 -0.04 0.05 0.021
C 5.0763 0.2419 -0.3831 -0.06 -0.01 -0.01 -0.215
C 5.4607 -0.1680 0.8812 0.00 -0.03 0.09 -0.187
C 4.5318 -0.7340 1.7371 0.09 0.01 0.08 -0.227
C 3.2211 -0.8774 1.3210 -0.05 0.02 -0.05 -0.201
C 2.8310 -0.4668 0.0498 0.30 -0.10 0.05 -0.100
C 1.4128 -0.6826 -0.3730 0.13 0.10 0.07 0.663
O 1.0822 -1.1804 -1.4254 -0.04 0.00 -0.11 -0.590
N 0.5194 -0.2734 0.5821 -0.20 0.17 0.39 -0.641
C -0.8822 -0.3099 0.4297 -0.46 0.22 -0.12 0.192
C -1.6280 0.8432 0.5223 0.46 -0.37 0.04 -0.079
C -3.0311 0.7524 0.3594 -0.15 -0.18 0.05 0.246
N -3.6630 -0.3576 0.1021 -0.49 0.34 -0.04 -0.417
C -2.9553 -1.5016 0.0156 0.69 -0.20 0.07 0.142
C -3.6532 -2.6976 -0.2458 0.06 -0.26 -0.04 -0.197
C -2.9871 -3.8898 -0.2991 -0.29 0.12 -0.03 -0.203
C -1.6031 -3.9384 -0.0784 0.31 0.09 0.09 -0.216
C -0.8954 -2.7941 0.1678 0.03 -0.23 -0.01 -0.180
C -1.5449 -1.5453 0.1985 -0.42 0.08 -0.02 -0.036
H 0.1684 -2.8446 0.3401 0.06 -0.02 -0.02 0.213
H -1.0952 -4.8913 -0.1027 0.07 -0.05 0.00 0.213
H -3.5238 -4.8053 -0.5013 -0.07 -0.05 -0.01 0.213
H -4.7197 -2.6337 -0.3943 -0.11 0.02 -0.01 0.224
C -3.8087 2.0218 0.5035 -0.05 0.10 -0.10 -0.442
C -3.2112 3.1565 -0.3432 -0.03 0.03 0.03 -0.394
C -1.6763 3.1075 -0.4082 0.08 0.13 0.05 -0.390
C -1.0760 2.2256 0.6931 0.07 0.03 -0.18 -0.430
H 0.0127 2.2370 0.6120 -0.05 0.00 0.09 0.214
H -1.3509 2.6238 1.6745 0.07 0.03 0.04 0.212
H -1.2646 4.1154 -0.3342 0.02 -0.01 -0.07 0.210
H -1.3632 2.6937 -1.3692 0.05 0.04 0.02 0.206
H -3.6123 3.0915 -1.3551 -0.04 0.06 0.01 0.210
H -3.5391 4.1091 0.0765 -0.02 0.00 -0.07 0.206
H -3.7820 2.3090 1.5591 -0.04 0.02 0.02 0.211
H -4.8479 1.8432 0.2310 0.03 -0.04 0.09 0.238
H 0.8739 0.3145 1.3225 0.05 -0.11 -0.15 0.410
H 2.4959 -1.3350 1.9801 -0.05 -0.03 0.04 0.216
H 4.8255 -1.0634 2.7224 0.03 -0.04 0.07 0.216
H 6.4865 -0.0492 1.1973 0.08 0.01 0.02 0.215
H 5.8077 0.6810 -1.0464 0.04 0.05 -0.08 0.212
H 2.6835 1.4014 -2.1219 -0.05 0.06 -0.07 0.219
H 4.2397 0.8603 -2.7648 0.04 0.06 -0.02 0.212
H 2.8492 -0.2410 -2.7178 0.00 0.06 -0.08 0.254
```
Forces are in eV/Å.

Output
E ... -27130.823 eV
SMILES ... Cc1ccccc1C(=O)Nc1c2c(nc3ccccc13)CCCC2
Highest occupied orbital energy ... -8.37 eV
Lowest unoccupied orbital energy ... 0.346 eV
Largest force on an atom ... 0.72 eV/Å
Total charge ... 0
Relative energy (zero: lowest compared OMol25 entry of this formula, charge and spin) ... 0.0 kcal/mol
HOMO-LUMO gap ... 8.719 eV

2.
Here is a cluster of 3 separate species, C7H14S in total in a non-equilibrium geometry from the Open Molecules 2025 dataset. Energies are from ωB97M-V with the def2-TZVPD basis set.

Structure (XYZ):
```
22
Properties=species:S:1:pos:R:3:forces:R:3:nbo_charge:R:1
C -1.4915 -1.3461 0.2102 -1.01 1.54 1.16 -0.453
C -3.1216 0.7917 0.8000 0.91 -0.43 -0.11 -0.829
C -0.1941 -2.0868 0.0516 -1.99 -0.78 -1.89 -0.448
C 0.9674 -1.1798 -0.3837 -3.35 0.24 0.97 -0.393
C 1.6074 -0.6647 0.9021 2.99 -1.55 -1.95 -0.440
C 2.7138 0.1549 0.2411 1.21 -1.27 -0.05 -0.149
C 2.8538 1.4689 0.3210 2.23 -0.97 -2.08 -0.410
S -1.6797 0.3348 0.0816 -0.61 -1.04 0.00 0.605
H -2.4009 -1.7005 0.7475 0.92 -0.53 -0.55 0.215
H -3.6383 1.5454 0.2083 -0.07 -0.06 0.67 0.225
H -3.5069 0.2304 1.6717 0.01 0.46 -0.91 0.220
H 0.0050 -2.7109 0.9236 0.31 0.19 0.14 0.216
H -0.4553 -2.8538 -0.7723 0.58 0.92 0.97 0.219
H 1.6159 -1.8588 -0.8380 1.40 -0.45 -1.33 0.209
H 0.5325 -0.3282 -1.0955 1.43 -1.88 1.45 0.228
H 0.9905 -0.0283 1.3659 -2.47 2.38 1.93 0.203
H 1.8334 -1.5114 1.6613 0.22 1.28 -1.58 0.212
H 3.2944 -0.4977 -0.4810 -0.38 1.21 0.78 0.188
H -1.8551 3.3425 -1.9088 2.09 -1.24 2.17 0.000
H 2.3573 1.9909 1.0240 -2.03 1.66 2.30 0.181
H 3.5498 2.1140 -0.2500 -0.32 -0.95 0.09 0.201
H -1.2955 3.0045 -1.3268 -2.09 1.27 -2.18 -0.003
```
Forces are in eV/Å.

Output
E ... -18315.497 eV
Highest occupied orbital energy (alpha / beta) ... -7.28 / -7.49 eV
Lowest unoccupied orbital energy (alpha / beta) ... 0.169 / 0.357 eV
Largest force on an atom ... 3.94 eV/Å
Total charge ... 0
Relative energy (zero: lowest compared OMol25 entry of this formula, charge and spin) ... 134.5 kcal/mol
HOMO-LUMO gap (alpha / beta) ... 7.449 / 7.850 eV

3.
Here is a structure of composition C34H27ClI2MoN6O4 in a non-equilibrium geometry from the Open Molecules 2025 dataset. Energies are from ωB97M-V with the def2-TZVPD basis set.

Structure (XYZ):
```
75
Properties=species:S:1:pos:R:3:forces:R:3:lowdin_spin:R:1
Mo -0.0105 -0.3837 -0.1415 0.06 -0.77 1.80 1.622
C -0.4312 2.7516 0.2272 -0.02 0.06 -0.20 0.004
N 0.5821 1.7469 0.6088 0.04 -0.29 -0.46 0.003
C 1.9626 2.0285 0.1471 0.09 0.07 -0.06 0.003
C 2.3790 1.0723 -0.9244 0.03 -0.04 -0.04 0.019
N 1.6042 0.0944 -1.3783 0.52 0.30 -0.13 0.011
C 2.3756 -0.6281 -2.3003 0.28 0.07 -0.17 0.005
C 2.0739 -1.7286 -3.0960 -0.03 0.03 -0.03 0.001
C 3.0885 -2.2313 -3.8843 -0.08 -0.03 -0.02 0.002
C 4.3624 -1.6495 -3.9123 0.05 0.06 0.03 -0.001
C 4.6594 -0.5267 -3.1667 0.06 0.03 -0.04 0.002
C 3.6399 -0.0330 -2.3655 -0.29 -0.29 -0.01 0.000
N 3.5930 1.0390 -1.4811 0.04 0.10 0.00 0.013
C -1.2288 2.2336 -0.9240 -0.08 -0.15 0.15 0.024
N -1.1615 0.9627 -1.2941 -0.20 0.30 -0.28 0.019
C -2.0944 0.7996 -2.3245 -0.12 0.17 -0.20 0.007
C -2.4200 -0.3141 -3.0944 0.04 0.03 0.01 0.003
C -3.4588 -0.1740 -3.9910 0.07 -0.08 -0.02 0.001
C -4.1394 1.0423 -4.1463 0.00 0.06 0.01 0.001
C -3.7812 2.1694 -3.4345 0.02 0.10 -0.08 0.002
C -2.7436 2.0218 -2.5225 0.03 -0.43 0.04 0.002
N -2.1587 2.9014 -1.6169 0.05 0.13 -0.08 0.014
H 0.0258 3.7136 -0.0158 0.01 0.01 0.04 0.000
H -1.0910 2.9200 1.0820 0.05 -0.04 -0.06 0.001
H 0.6021 1.7170 1.6295 -0.04 0.02 0.11 0.001
H 2.6466 1.9212 0.9914 -0.05 -0.01 0.06 0.001
H 2.0497 3.0570 -0.2104 0.01 0.00 0.01 0.000
H 1.0880 -2.1675 -3.1078 0.01 -0.06 0.08 0.000
H 2.8995 -3.1015 -4.4981 -0.02 0.02 -0.01 0.000
H 5.1292 -2.0867 -4.5366 -0.01 0.02 -0.02 0.000
H 5.6349 -0.0616 -3.2091 0.00 -0.01 0.02 0.000
H 4.3625 1.6585 -1.2789 -0.06 0.05 0.04 0.000
H -1.8705 -1.2420 -3.0053 -0.06 -0.04 0.05 0.001
H -3.7493 -1.0198 -4.5995 0.00 0.01 0.00 0.000
H -4.9588 1.0984 -4.8494 0.04 0.03 -0.03 0.000
H -4.2739 3.1184 -3.5976 -0.04 -0.02 0.06 0.000
H -2.3955 3.8767 -1.5201 0.07 0.02 0.08 0.000
I 1.9539 -5.1419 -0.9757 -0.27 -0.01 0.01 0.011
C -0.0361 -4.5678 -0.7467 0.54 0.73 -0.03 0.046
C -1.0796 -5.5038 -0.7160 -0.43 -0.17 0.05 -0.012
C -2.3873 -5.1257 -0.5160 -0.10 -0.41 -0.04 0.042
I -3.8723 -6.6017 -0.4509 0.18 0.17 -0.02 0.008
C -2.7247 -3.7602 -0.3428 0.14 0.27 -0.03 -0.004
C -3.9980 -3.2218 -0.0871 0.07 0.15 0.02 0.035
C -4.1313 -1.8617 0.0933 -0.19 -0.17 0.01 -0.006
C -3.0234 -1.0278 0.0095 0.33 0.10 -0.01 0.032
N -1.8012 -1.4878 -0.2540 -1.09 -0.20 -0.13 -0.022
C -1.6615 -2.8351 -0.4128 0.29 -0.19 -0.05 -0.006
C -0.3249 -3.2213 -0.6040 -0.44 -0.68 -0.05 -0.015
O 0.5394 -2.2211 -0.6059 0.32 0.44 -0.30 0.086
H -0.8478 -6.5525 -0.8431 0.04 0.01 0.01 -0.001
H -4.8578 -3.8748 -0.0154 0.00 0.00 -0.01 0.002
H -5.0965 -1.4286 0.3126 0.01 0.02 -0.01 -0.001
H -3.1186 0.0365 0.1766 -0.03 0.01 -0.02 0.001
C 3.4041 1.7656 5.0231 -0.07 -0.04 0.01 0.000
C 2.0997 2.2759 4.4850 0.05 -0.14 -0.03 0.000
C 1.8283 3.6266 4.3583 0.02 0.06 -0.01 0.000
C 0.6002 4.0724 3.8784 -0.09 -0.14 -0.09 0.000
Cl 0.2859 5.7660 3.7497 0.01 0.05 -0.04 0.000
C -0.3742 3.1639 3.5162 0.04 0.22 0.14 0.000
C -0.1199 1.7983 3.6231 -0.18 -0.09 0.31 0.000
C 1.1039 1.3574 4.1111 0.12 0.10 -0.17 0.001
O 1.4580 0.0402 4.2296 0.07 0.12 0.35 0.001
C 0.5261 -0.9411 3.8473 -0.03 -0.01 -0.28 0.001
C 0.3195 -0.8140 2.3508 0.16 0.16 0.14 0.014
O 1.2836 -0.9180 1.5476 0.00 0.17 -0.22 0.015
O -0.8078 -0.4719 1.8657 -0.03 -0.17 -0.49 0.010
H 4.1115 2.5746 5.1865 -0.01 0.02 0.00 0.000
H 3.8402 1.0318 4.3444 0.05 0.03 0.01 0.000
H 3.2377 1.2481 5.9694 0.05 0.02 0.01 0.000
H 2.5753 4.3552 4.6466 0.02 -0.03 0.02 0.000
H -1.3427 3.5162 3.1852 -0.03 0.01 0.09 0.000
H -0.9106 1.1066 3.3675 0.04 0.10 0.14 0.000
H -0.4325 -0.8527 4.3621 0.03 0.04 0.04 0.000
H 0.9896 -1.9001 4.0721 -0.06 -0.01 0.00 0.000
```
Forces are in eV/Å.

Output
E ... -83397.414 eV
Multiplicity ... 3
⟨S²⟩ ... 2.0295
Highest occupied orbital energy (alpha / beta) ... -12.63 / -12.92 eV
Lowest unoccupied orbital energy (alpha / beta) ... -5.625 / -6.584 eV
Largest force on an atom ... 1.96 eV/Å
Total charge ... +2
Relative energy (zero: lowest compared OMol25 entry of this formula, charge and spin) ... 5.4 kcal/mol
HOMO-LUMO gap (alpha / beta) ... 7.008 / 6.333 eV